# 1
Formula: C23H28N2O6S
Source: the OMol25 dataset
Level of theory: ωB97M-V with the def2-TZVPD basis set

Last column: Löwdin charge in e.
Element x y z (Å)
C (3.187, -1.811, 4.145)  -0.075
O (3.925, -1.530, 2.979)  -0.111
C (4.542, -2.564, 2.322)  -0.222
C (4.472, -3.891, 2.723)  -0.023
C (5.122, -4.874, 1.995)  -0.086
C (5.840, -4.545, 0.862)  -0.090
C (5.908, -3.221, 0.459)  -0.030
C (5.275, -2.221, 1.175)  -0.129
C (5.356, -0.780, 0.731)  -0.104
N (4.044, -0.201, 0.547)  0.081
C (3.463, -0.066, -0.660)  -0.471
O (4.048, -0.238, -1.710)  0.068
C (1.993, 0.354, -0.600)  -0.229
C (1.796, 1.677, 0.147)  -0.117
C (0.310, 2.026, 0.197)  -0.199
N (-0.409, 0.944, 0.827)  -0.234
S (-1.909, 1.324, 1.441)  0.667
O (-2.401, 0.151, 2.102)  -0.280
O (-1.761, 2.533, 2.195)  -0.281
C (-2.911, 1.655, -0.005)  -0.269
C (-2.962, 2.932, -0.530)  -0.059
C (-3.678, 3.138, -1.690)  0.019
C (-4.331, 2.096, -2.357)  -0.177
C (-4.268, 0.800, -1.816)  -0.170
C (-3.551, 0.612, -0.632)  0.023
O (-4.749, -0.359, -2.360)  -0.032
C (-6.005, -0.389, -3.002)  -0.185
C (-6.068, 0.436, -4.282)  -0.133
C (-6.126, 1.927, -3.969)  -0.185
O (-4.901, 2.478, -3.540)  -0.034
C (-0.318, -0.304, 0.108)  -0.198
C (1.144, -0.743, 0.054)  -0.113
H (3.819, -2.248, 4.924)  0.098
H (2.346, -2.480, 3.937)  0.099
H (2.804, -0.851, 4.490)  0.097
H (3.914, -4.172, 3.602)  0.102
H (5.058, -5.901, 2.321)  0.104
H (6.343, -5.311, 0.292)  0.101
H (6.462, -2.955, -0.429)  0.116
H (5.877, -0.711, -0.225)  0.122
H (5.892, -0.191, 1.484)  0.133
H (3.484, -0.151, 1.383)  0.113
H (1.665, 0.481, -1.637)  0.153
H (2.165, 1.594, 1.169)  0.120
H (2.344, 2.476, -0.355)  0.129
H (-0.068, 2.206, -0.823)  0.132
H (0.137, 2.915, 0.804)  0.118
H (-2.467, 3.739, -0.016)  0.115
H (-3.741, 4.117, -2.138)  0.126
H (-3.504, -0.379, -0.210)  0.130
H (-6.791, -0.056, -2.307)  0.135
H (-6.159, -1.448, -3.224)  0.128
H (-5.190, 0.225, -4.896)  0.129
H (-6.962, 0.157, -4.841)  0.121
H (-6.365, 2.495, -4.871)  0.128
H (-6.906, 2.115, -3.215)  0.134
H (-0.716, -0.199, -0.914)  0.132
H (-0.923, -1.028, 0.654)  0.119
H (1.229, -1.671, -0.513)  0.132
H (1.487, -0.927, 1.073)  0.116

Values from the calculation:
- SMILES: COc1ccccc1CNC(=O)C1CCN(S(=O)(=O)c2ccc3c(c2)OCCCO3)CC1
- E_HOMO: -0.3212 hartree
- Energy above the lowest of the compared OMol25 structures with the same formula, charge and spin: 36.37 kcal/mol

=====

# 2
Formula: CHN3O4S
Source: the OMol25 dataset
Level of theory: ωB97M-V with the def2-TZVPD basis set

Last column: Löwdin charge in e.
Element x y z (Å)
C (-1.813, 2.189, -0.002)  -0.276
N (-2.243, 2.650, 0.957)  0.207
N (-1.035, 1.594, -0.868)  -0.125
N (0.007, 2.121, -1.491)  -0.443
O (0.625, 1.307, -2.189)  -0.019
O (0.156, 3.312, -1.524)  0.136
O (-2.028, -0.972, -0.692)  -0.373
O (0.173, -0.148, -0.017)  -0.233
S (-0.913, -0.274, -1.238)  1.078
H (-0.120, -0.869, 0.514)  0.047

Values from the calculation:
- E_HOMO: -0.4116 hartree
- Energy above the lowest of the compared OMol25 structures with the same formula, charge and spin: 7.79 kcal/mol

=====

# 3
Formula: C3H6FN3
Source: the OMol25 dataset
Level of theory: ωB97M-V with the def2-TZVPD basis set

Last column: Löwdin charge in e.
Element x y z (Å)
H (-1.237, 1.727, -0.143)  -0.016
N (-0.364, 2.116, 0.071)  0.118
C (0.599, 1.245, -0.071)  -0.290
N (0.600, -0.089, -0.384)  -0.174
N (1.915, -0.735, -0.187)  0.028
C (-0.523, -0.878, 0.103)  -0.094
C (-1.837, -0.745, 0.018)  -0.135
F (-2.784, 0.234, -0.267)  -0.022
H (1.515, 1.659, 0.303)  0.098
H (2.135, -0.678, 0.831)  0.086
H (2.567, -0.086, -0.796)  0.131
H (-0.302, -1.955, 0.435)  0.136
H (-2.284, -1.813, 0.087)  0.132

Values from the calculation:
- SMILES: [H]/N=C\N(N)/C=C\F
- E_HOMO: -0.3352 hartree
- Energy above the lowest of the compared OMol25 structures with the same formula, charge and spin: 72.86 kcal/mol

=====

# 4
Formula: C26H28AsNO2PSTi
Source: the OMol25 dataset
Level of theory: ωB97M-V with the def2-TZVPD basis set

Last column: Löwdin charge in e.
Element x y z (Å)
Ti (-0.378, -0.678, -0.231)  0.669
O (-0.185, -0.197, -2.141)  -0.261
N (-1.185, 0.205, -2.940)  -0.171
C (-0.865, 0.932, -4.027)  -0.002
C (-1.850, 1.368, -4.868)  -0.033
C (-3.177, 1.035, -4.573)  -0.041
C (-3.466, 0.291, -3.456)  -0.060
C (-2.443, -0.136, -2.600)  -0.605
S (-2.667, -0.973, -1.102)  0.750
H (0.191, 1.118, -4.147)  0.138
H (-1.586, 1.955, -5.734)  0.116
H (-3.977, 1.371, -5.220)  0.119
H (-4.482, 0.031, -3.193)  0.116
C (0.534, 4.932, 4.120)  -0.078
C (-0.526, 4.048, 4.279)  -0.074
C (-0.817, 3.126, 3.286)  -0.099
C (-0.041, 3.073, 2.128)  -0.367
C (1.020, 3.957, 1.974)  -0.085
C (1.304, 4.885, 2.968)  -0.075
P (-0.519, 1.830, 0.870)  1.085
C (-0.297, 0.229, 1.697)  -0.540
C (0.806, -0.029, 2.612)  -0.110
C (0.883, -1.174, 3.318)  -0.084
C (-0.185, -2.142, 3.253)  -0.111
C (-1.290, -1.892, 2.520)  -0.124
C (-1.416, -0.713, 1.678)  -0.304
C (0.923, 1.800, -0.278)  -0.404
C (1.891, 0.799, -0.305)  -0.130
C (2.874, 0.778, -1.294)  -0.054
C (2.908, 1.766, -2.257)  -0.065
C (1.948, 2.778, -2.240)  -0.070
C (0.957, 2.782, -1.278)  -0.108
H (0.759, 5.654, 4.894)  0.107
H (-1.128, 4.078, 5.177)  0.108
H (-1.645, 2.439, 3.419)  0.109
H (1.641, 3.923, 1.087)  0.096
H (2.134, 5.569, 2.842)  0.107
H (1.554, 0.744, 2.748)  0.118
H (1.705, -1.332, 4.004)  0.105
H (-0.150, -3.017, 3.892)  0.103
H (-2.149, -2.551, 2.604)  0.108
H (-2.424, -0.347, 1.520)  0.068
H (1.932, 0.046, 0.478)  0.090
H (3.616, -0.011, -1.293)  0.115
H (3.680, 1.761, -3.015)  0.110
H (1.976, 3.565, -2.984)  0.112
H (0.197, 3.556, -1.292)  0.116
C (1.325, -4.857, 0.860)  -0.171
As (0.294, -3.914, -0.415)  1.084
C (0.877, -4.330, -2.169)  -0.176
C (-1.549, -4.341, -0.233)  -0.180
O (0.618, -2.258, -0.162)  -0.512
H (1.105, -5.921, 0.792)  0.056
H (1.070, -4.474, 1.846)  0.041
H (2.376, -4.672, 0.649)  0.058
H (0.788, -5.403, -2.330)  0.057
H (1.913, -4.017, -2.273)  0.057
H (0.253, -3.789, -2.878)  0.054
H (-1.622, -5.345, 0.181)  0.056
H (-2.023, -4.289, -1.210)  0.047
H (-2.013, -3.623, 0.439)  0.019

Values from the calculation:
- E_HOMO: -0.3404 hartree
- Total charge: +1
- Energy above the lowest of the compared OMol25 structures with the same formula, charge and spin: 22.96 kcal/mol

=====

# 5
Formula: C6H13ClSi
Source: the OMol25 dataset
Level of theory: ωB97M-V with the def2-TZVPD basis set

Last column: Löwdin charge in e.
Element x y z (Å)
C (1.177, 0.320, -3.380)  -0.159
C (1.435, 0.409, -2.075)  -0.153
C (0.411, 1.516, 1.297)  -0.170
C (-1.761, 0.381, 1.121)  -0.160
C (-0.212, -2.585, -0.492)  -0.264
C (-0.450, 0.588, 0.434)  -0.538
Si (0.605, -1.054, 0.013)  0.385
Cl (2.178, -1.397, 1.313)  0.296
H (1.161, 1.150, -4.140)  0.056
H (0.680, -0.565, -3.692)  0.002
H (1.862, 1.264, -1.538)  -0.003
H (0.027, 2.458, 1.306)  0.041
H (0.480, 1.326, 2.317)  0.054
H (1.412, 1.657, 0.881)  0.066
H (-2.225, 1.432, 1.291)  0.109
H (-1.537, 0.118, 2.222)  0.106
H (-2.254, -0.305, 0.449)  0.058
H (-0.754, -2.522, -1.491)  0.063
H (0.440, -3.493, -0.528)  0.046
H (-0.994, -2.717, 0.289)  0.036
H (-0.591, 1.076, -0.645)  0.128

Values from the calculation:
- E_HOMO: -0.2972 hartree
- Energy above the lowest of the compared OMol25 structures with the same formula, charge and spin: 72.83 kcal/mol

=====

# 6
Formula: C61H87CdN7O5S
Source: the OMol25 dataset
Level of theory: ωB97M-V with the def2-TZVPD basis set

Last column: Löwdin charge in e.
Element x y z (Å)
Cd (0.255, 0.469, 0.517)  1.531
C (-2.887, -0.557, 7.833)  -0.057
C (-1.972, -1.482, 7.017)  -0.553
C (-2.818, -2.638, 6.458)  -0.059
C (-0.934, -2.106, 7.957)  -0.070
C (-1.334, -0.694, 5.878)  -0.192
C (-2.094, -0.268, 4.793)  -0.037
C (-1.536, 0.328, 3.682)  -0.171
C (-2.435, 0.516, 2.486)  -0.149
N (-2.275, 1.731, 1.696)  -0.172
C (-3.314, 1.870, 0.702)  -0.185
C (-2.991, 1.208, -0.644)  -0.174
N (-1.662, 1.482, -1.149)  -0.176
C (-1.427, 2.873, -1.517)  -0.165
C (-1.116, 3.855, -0.376)  -0.165
N (-0.262, 3.267, 0.633)  -0.183
C (-0.674, 3.629, 1.972)  -0.195
C (-1.981, 2.934, 2.437)  -0.158
C (1.169, 3.582, 0.465)  -0.140
C (1.687, 3.683, -0.945)  -0.146
C (2.080, 4.921, -1.417)  -0.022
C (2.702, 5.086, -2.649)  -0.201
C (2.937, 3.930, -3.381)  -0.003
C (2.576, 2.665, -2.962)  -0.080
C (1.893, 2.490, -1.707)  -0.335
O (1.487, 1.344, -1.303)  -0.181
C (2.990, 1.459, -3.803)  -0.518
C (1.770, 0.614, -4.176)  -0.050
C (3.661, 1.833, -5.134)  -0.082
C (3.989, 0.626, -2.988)  -0.029
C (3.199, 6.454, -3.097)  -0.562
C (2.012, 7.415, -3.262)  -0.058
C (3.965, 6.408, -4.424)  -0.077
C (4.170, 6.992, -2.034)  -0.059
C (-1.403, 0.692, -2.370)  -0.158
C (-1.969, -0.697, -2.480)  -0.151
C (-2.819, -0.958, -3.535)  -0.012
C (-3.279, -2.239, -3.806)  -0.201
C (-2.788, -3.247, -2.982)  -0.023
C (-1.926, -3.057, -1.920)  -0.082
C (-1.518, -1.717, -1.579)  -0.339
O (-0.825, -1.416, -0.553)  -0.151
C (-1.561, -4.302, -1.105)  -0.512
C (-1.497, -5.579, -1.972)  -0.066
C (-2.641, -4.470, -0.029)  -0.040
C (-0.210, -4.189, -0.400)  -0.041
C (-4.226, -2.590, -4.944)  -0.562
C (-3.483, -3.444, -5.984)  -0.056
C (-5.424, -3.381, -4.395)  -0.060
C (-4.774, -1.351, -5.659)  -0.078
C (-0.133, 0.602, 3.613)  -0.345
O (0.390, 1.156, 2.584)  -0.215
C (0.624, 0.284, 4.785)  -0.083
C (0.016, -0.382, 5.836)  -0.014
C (2.116, 0.573, 4.972)  -0.519
C (2.892, -0.751, 5.075)  -0.035
C (2.287, 1.397, 6.268)  -0.063
C (2.769, 1.390, 3.860)  -0.058
H (-3.490, -1.125, 8.543)  0.071
H (-3.558, -0.016, 7.170)  0.074
H (-2.295, 0.169, 8.385)  0.079
H (-3.250, -3.219, 7.276)  0.073
H (-2.199, -3.292, 5.847)  0.070
H (-3.632, -2.268, 5.840)  0.071
H (-1.433, -2.720, 8.708)  0.075
H (-0.358, -1.345, 8.479)  0.075
H (-0.251, -2.737, 7.395)  0.086
H (-3.166, -0.438, 4.794)  0.104
H (-3.489, 0.437, 2.835)  0.115
H (-2.238, -0.326, 1.814)  0.100
H (-3.525, 2.931, 0.536)  0.096
H (-4.269, 1.421, 1.053)  0.116
H (-3.773, 1.519, -1.372)  0.128
H (-3.059, 0.126, -0.525)  0.111
H (-2.289, 3.270, -2.098)  0.126
H (-0.552, 2.885, -2.170)  0.108
H (-2.046, 4.201, 0.083)  0.098
H (-0.639, 4.740, -0.838)  0.121
H (-0.798, 4.731, 2.071)  0.117
H (0.128, 3.316, 2.636)  0.094
H (-2.820, 3.650, 2.382)  0.108
H (-1.851, 2.677, 3.492)  0.116
H (1.721, 2.786, 0.977)  0.110
H (1.380, 4.548, 0.966)  0.119
H (1.920, 5.784, -0.776)  0.106
H (3.440, 4.027, -4.326)  0.072
H (1.039, 1.226, -4.706)  0.092
H (1.315, 0.213, -3.282)  0.037
H (2.063, -0.215, -4.822)  0.078
H (2.986, 2.413, -5.763)  0.080
H (3.906, 0.914, -5.668)  0.077
H (4.583, 2.392, -4.986)  0.074
H (3.633, 0.490, -1.972)  0.058
H (4.950, 1.138, -2.947)  0.084
H (4.137, -0.357, -3.433)  0.082
H (1.344, 7.048, -4.039)  0.083
H (2.348, 8.416, -3.539)  0.072
H (1.447, 7.485, -2.337)  0.071
H (3.350, 6.005, -5.225)  0.079
H (4.859, 5.796, -4.327)  0.083
H (4.276, 7.414, -4.709)  0.074
H (3.654, 7.200, -1.102)  0.071
H (4.653, 7.908, -2.375)  0.071
H (4.936, 6.245, -1.836)  0.089
H (-0.319, 0.621, -2.437)  0.078
H (-1.776, 1.267, -3.239)  0.119
H (-3.111, -0.124, -4.162)  0.097
H (-3.107, -4.257, -3.189)  0.088
H (-2.479, -5.973, -2.233)  0.065
H (-0.972, -6.360, -1.419)  0.075
H (-0.952, -5.387, -2.895)  0.075
H (-3.629, -4.522, -0.483)  0.077
H (-2.597, -3.614, 0.640)  0.073
H (-2.474, -5.378, 0.550)  0.078
H (0.605, -4.240, -1.116)  0.066
H (-0.091, -4.999, 0.324)  0.086
H (-0.148, -3.238, 0.116)  0.050
H (-3.079, -4.342, -5.526)  0.072
H (-2.654, -2.876, -6.400)  0.083
H (-4.148, -3.740, -6.798)  0.072
H (-5.097, -4.309, -3.935)  0.068
H (-6.126, -3.624, -5.195)  0.072
H (-5.941, -2.794, -3.636)  0.087
H (-3.971, -0.794, -6.136)  0.077
H (-5.287, -0.694, -4.961)  0.082
H (-5.484, -1.645, -6.435)  0.074
H (0.637, -0.671, 6.670)  0.086
H (2.383, -1.477, 5.708)  0.070
H (3.891, -0.578, 5.481)  0.080
H (2.996, -1.189, 4.084)  0.057
H (1.978, 0.850, 7.157)  0.063
H (1.683, 2.302, 6.198)  0.082
H (3.329, 1.691, 6.400)  0.071
H (2.698, 0.878, 2.907)  0.049
H (3.824, 1.533, 4.101)  0.084
H (2.298, 2.364, 3.762)  0.078
N (2.260, -4.578, -3.923)  0.086
C (2.441, -3.832, -2.751)  -0.349
C (1.891, -2.554, -2.662)  -0.030
C (2.095, -1.785, -1.536)  -0.080
C (2.851, -2.290, -0.494)  -0.265
C (3.390, -3.559, -0.556)  -0.059
C (3.197, -4.331, -1.691)  -0.053
S (2.950, -1.258, 0.968)  0.586
O (3.851, -1.869, 1.927)  -0.329
O (3.353, 0.062, 0.548)  -0.326
N (1.407, -1.169, 1.420)  -0.165
C (0.788, -2.146, 2.055)  -0.497
N (-0.526, -1.951, 2.303)  0.129
C (-1.176, -2.888, 2.942)  -0.157
C (-0.578, -4.069, 3.371)  -0.078
C (0.766, -4.188, 3.056)  -0.165
N (1.447, -3.270, 2.409)  0.139
H (1.461, -4.268, -4.461)  0.079
H (2.267, -5.578, -3.779)  0.076
H (1.276, -2.191, -3.471)  0.108
H (1.668, -0.803, -1.419)  0.062
H (3.926, -3.935, 0.299)  0.107
H (3.603, -5.333, -1.756)  0.100
H (-2.233, -2.702, 3.110)  0.111
H (-1.126, -4.838, 3.896)  0.081
H (1.336, -5.070, 3.345)  0.099

Values from the calculation:
- E_HOMO: -0.0780 hartree
- Total charge: -2

=====

Number 1: HOMO-LUMO gap 9.4 eV, molar mass 460.6 g/mol, electronic energy -1852.369406 Eh. Number 2: HOMO-LUMO gap 10.2 eV, molar mass 151.1 g/mol, electronic energy -901.913898 Eh. Number 3: HOMO-LUMO gap 9.8 eV, molar mass 103.1 g/mol, electronic energy -381.915634 Eh. Number 4: HOMO-LUMO gap 6.9 eV, molar mass 572.3 g/mol, electronic energy -5037.375614 Eh. Number 5: HOMO-LUMO gap 8.7 eV, molar mass 148.7 g/mol, electronic energy -986.007681 Eh. Number 6: HOMO-LUMO gap 6.0 eV, molar mass 1142.9 g/mol, electronic energy -3702.187074 Eh.